[1]
Below is a structure of composition C39H30Br2Cl2N6O8Pb, with properties calculated with ωB97M-V/def2-TZVPD.

Net charge: -2
2S+1: 1
ΔE to the lowest compared entry with this formula, charge and spin: 34.30 kcal/mol
LUMO level: 3.6 eV

Last column: Mulliken charge in e.
CARTESIAN COORDINATES (ANGSTROEM)
C -3.335 -2.458 1.133  0.22
N -1.283 2.325 -1.773  0.06
H 0.902 -1.401 1.990  0.40
C -1.875 -2.703 -3.239  0.03
H 1.803 0.073 2.566  0.48
N -1.789 0.708 1.196  -0.25
O -2.237 -3.203 1.240  -0.80
C 5.282 -2.070 3.017  -0.56
H -2.535 5.465 4.903  0.37
C 0.548 5.467 6.281  -0.47
C 3.565 -2.394 -3.917  0.03
C -0.247 2.094 2.130  -0.81
O -0.883 -1.351 0.401  -0.61
N 3.065 -1.486 -1.789  0.07
H -1.344 6.263 6.920  0.36
H 2.060 -3.434 1.417  0.35
C 2.982 -1.674 2.227  0.27
H -2.039 -0.116 -0.730  -0.32
C 0.578 4.336 4.131  0.51
O -1.403 4.553 -5.302  -0.52
H 2.047 -0.921 -3.487  0.58
C -0.813 5.714 6.153  -0.38
C -0.417 3.630 -5.028  0.58
N -3.427 -4.482 -3.679  -0.68
C 2.965 -3.057 1.879  -0.36
H -2.206 0.586 2.118  0.45
C 2.085 2.479 -2.966  0.06
H -5.206 -3.979 -4.591  0.34
C 4.051 -2.210 -1.269  -0.33
H -2.516 -0.725 -3.745  0.57
C -5.733 -2.243 1.383  -0.31
C -4.581 -3.003 1.471  -0.71
O 2.602 1.524 -2.324  -0.57
C -0.481 -2.257 -2.767  0.22
C -3.980 -2.244 -4.227  -0.04
C -0.796 4.584 4.024  -0.22
Br -5.270 -1.042 -4.959  -0.26
H 3.965 -4.938 1.815  0.36
N -0.621 1.342 1.163  0.20
Cl 4.370 0.441 3.274  -0.26
H 6.176 -1.671 3.481  0.38
H -1.928 4.714 -4.513  0.33
H -4.390 0.637 0.234  0.36
C -5.676 -0.926 0.944  -0.94
H -1.868 1.986 -1.023  0.06
C -2.775 -1.775 -3.743  -0.18
H -1.580 -4.777 -2.809  0.47
H -6.578 -0.330 0.877  0.38
H 5.167 -3.812 -4.029  0.43
C -4.447 -0.386 0.593  -0.13
H -2.676 3.102 -3.151  0.44
H 2.411 4.033 3.047  0.34
C 5.215 -3.413 2.671  -0.50
H -0.852 2.162 3.039  0.55
Pb 1.197 -0.086 -0.542  1.63
H -1.477 -2.574 0.916  0.32
C -0.477 3.078 -3.664  0.39
H 1.080 5.798 7.165  0.35
C -1.638 2.904 -2.929  -0.71
C 1.842 -0.857 2.007  -1.86
C -1.476 5.269 5.018  -0.62
H -6.687 -2.683 1.651  0.36
H 2.294 4.616 5.384  0.38
C -2.259 -4.039 -3.218  -0.05
H 6.056 -4.069 2.855  0.32
C -3.277 -1.126 0.688  -0.51
C -4.272 -3.596 -4.194  -0.18
C 4.037 -3.892 2.095  -0.59
C 2.818 -1.567 -3.090  -0.55
C 0.988 2.839 2.139  0.26
H -4.614 -4.033 1.805  0.42
O -0.398 -1.028 -2.503  -0.29
O 0.352 3.342 -5.892  -0.52
Br 2.265 2.487 0.735  -0.10
C 4.205 -1.234 2.794  0.70
H 4.212 -2.116 -0.204  0.38
Cl 3.187 -2.478 -5.601  -0.28
O 0.377 -3.147 -2.712  -0.77
C 4.585 -3.161 -3.390  -0.29
O 2.627 3.377 -3.612  -0.78
H -1.326 4.275 3.133  0.50
C 1.231 4.799 5.282  -0.54
C 1.375 3.718 3.080  -0.86
C 4.839 -3.055 -2.031  -0.71
C -1.933 -0.523 0.297  1.44
N 0.031 2.102 -1.712  0.20
H 5.632 -3.626 -1.567  0.42
C 0.554 2.544 -2.840  0.06

[2]
Below is a structure of composition C39H30CrF10N3O2S2Te at a distorted geometry, with properties calculated with ωB97M-V/def2-TZVPD.

Net charge: -1
2S+1: 5
LUMO level (spin up / spin down): 2.3 / 2.2 eV

Last column: Mulliken charge in e.
CARTESIAN COORDINATES (ANGSTROEM)
H 2.816 3.339 8.141  0.36
C 3.242 3.316 -2.077  -1.33
C 1.961 2.276 -0.259  -0.19
H 3.065 3.024 -3.114  0.41
Cr 0.349 -0.410 -0.720  0.61
C -0.052 2.897 -3.554  -0.28
C -1.341 -1.007 5.220  -0.35
H -0.150 3.215 0.818  0.20
C -1.230 2.539 -1.533  -0.32
F -1.851 5.928 -2.684  -0.35
H 3.109 4.308 1.828  0.36
C 2.379 2.890 7.258  -0.37
C -0.700 -3.104 6.209  -0.38
F 1.805 -3.536 -1.342  -0.28
F 5.995 -5.608 -1.788  -0.33
C 0.733 -1.672 -3.615  -1.34
C 5.228 -4.639 -1.256  0.69
F 0.776 2.478 -4.536  -0.44
C -0.608 -1.977 -3.014  1.29
F 7.082 -3.771 -0.096  -0.32
C 2.578 1.497 5.306  -0.50
F 5.579 -1.822 0.952  -0.35
H 4.291 3.612 -1.977  0.27
C -1.380 4.667 -2.630  0.66
H 1.019 -2.472 -4.299  0.58
C 1.048 3.129 6.943  -0.53
N -0.825 -1.695 -1.738  0.67
C -4.205 -3.152 -1.250  -0.95
H 4.184 1.887 6.672  0.39
C 0.812 -1.956 4.731  -0.33
C -0.334 2.012 -2.492  0.16
H 2.608 4.167 -1.844  0.40
C -2.136 -1.948 0.258  0.14
H -5.233 -3.313 0.605  0.36
C -1.723 3.826 -1.585  0.22
H 0.699 -0.729 -4.159  0.25
C -0.551 4.181 -3.624  0.55
H -0.557 2.730 5.574  0.35
C 0.484 2.548 5.814  -0.27
C 0.695 3.813 1.149  -0.83
F -1.628 1.739 -0.524  -0.42
C -0.116 -0.934 4.568  0.27
H -2.070 -0.218 5.077  0.36
F -2.546 4.272 -0.625  -0.38
S 2.652 -1.317 0.551  -0.15
C 3.615 -2.577 -0.148  0.44
C 3.108 -3.555 -1.012  -0.33
C 3.144 2.075 6.435  -0.56
H 4.471 0.976 -1.883  0.44
F -0.223 4.975 -4.657  -0.35
C -2.805 -2.913 -3.279  -0.86
C 3.883 -4.561 -1.556  -0.08
O 1.190 1.356 0.058  0.53
C 0.520 -3.037 5.552  -0.58
S -0.780 -1.376 1.188  -0.39
C -3.307 -2.385 0.851  -0.51
H -4.980 -3.639 -1.831  0.36
Te 0.344 0.713 3.309  0.53
H 0.865 3.619 2.213  0.08
N 2.927 2.189 -1.213  0.59
C -4.334 -2.977 0.100  -0.64
C 1.240 1.720 4.989  0.01
H 0.454 4.871 1.024  0.32
C -3.029 -2.720 -1.900  1.29
C -2.001 -2.102 -1.154  -0.93
C -1.602 -2.571 -3.817  -1.05
C 3.394 0.906 -1.711  -0.34
N 1.869 3.501 0.356  0.43
H 3.214 0.135 -0.961  -0.66
C -1.631 -2.088 6.041  -0.54
H 3.953 3.706 0.398  0.41
F 3.336 -5.473 -2.380  -0.33
H -3.406 -2.278 1.924  0.54
H -1.385 -2.750 -4.861  0.51
C 5.774 -3.702 -0.398  0.18
H 1.491 -1.590 -2.838  -0.25
H 1.246 -3.832 5.670  0.38
H 3.177 0.860 4.665  0.46
H 2.892 0.643 -2.644  0.18
C 3.065 4.233 0.738  -1.22
H -0.932 -3.951 6.844  0.37
H -3.580 -3.360 -3.891  0.39
O 0.197 0.843 -2.432  0.20
H 0.447 3.765 7.582  0.39
H 1.754 -1.911 4.198  0.34
H 3.068 5.243 0.319  0.30
C 4.983 -2.703 0.136  -0.01
H -2.587 -2.140 6.549  0.37

[3]
Below is a structure of composition C39H30N3O4P2Se2W at a distorted geometry, with properties calculated with ωB97M-V/def2-TZVPD.

Net charge: +1
2S+1: 3
ΔE to the lowest compared entry with this formula, charge and spin: 31.70 kcal/mol
LUMO level (spin up / spin down): -3.0 / -4.2 eV

Last column: Mulliken charge in e.
CARTESIAN COORDINATES (ANGSTROEM)
H 4.842 -3.789 0.345  0.49
H 1.022 -4.253 -4.962  0.44
C 0.722 0.555 -3.942  -0.73
C -3.428 -4.430 2.278  -0.79
C -0.893 3.655 3.534  -0.40
H -2.132 -4.138 -1.346  0.31
C 0.355 -3.440 -1.251  0.47
O -5.261 3.313 0.244  -0.48
O 0.038 6.756 0.423  -0.63
H -1.832 4.185 3.511  0.46
C -2.167 -3.914 2.043  -0.48
H 2.836 -2.554 -0.289  0.65
C -1.544 4.973 0.399  0.51
C 1.412 -4.804 -2.927  -0.73
H -0.001 0.934 -1.964  0.23
H -5.205 -5.252 1.401  0.39
C 0.569 -0.201 0.554  -0.23
C -0.225 -2.662 -2.251  -0.06
H 1.610 -5.116 -0.804  0.46
H -0.728 3.065 -0.116  0.04
C -2.853 2.892 0.302  -0.83
P 2.147 0.268 -0.168  1.31
C -3.883 5.088 0.332  1.02
P -0.029 -3.137 0.491  0.40
C 4.805 -2.719 0.499  -0.96
H -0.440 -2.354 -4.358  0.52
C 0.015 -2.956 -3.583  -0.84
H 4.639 1.094 1.091  0.30
H 3.955 -0.722 -2.246  0.48
C 1.782 0.085 -4.711  -0.60
C 3.661 -2.022 0.154  -0.08
C -0.732 2.246 3.617  -0.55
H -2.613 6.842 0.422  0.57
C -3.754 -4.730 -0.085  -0.82
C 1.990 0.106 -1.950  0.65
C 4.681 0.028 0.916  -0.90
H 1.110 0.988 3.749  0.54
C 2.938 -0.376 -4.102  -0.82
H 1.703 0.083 -5.790  0.44
C 0.825 0.567 -2.564  -0.28
C 0.662 1.965 3.646  -0.28
C 0.836 -4.024 -3.920  -0.68
C -6.038 4.511 0.229  -0.27
H -6.697 4.531 1.095  0.27
H 2.046 -5.639 -3.191  0.44
H -0.179 0.913 -4.420  0.46
O -5.118 5.611 0.312  -0.46
C -2.491 -4.205 -0.328  -0.14
C -0.244 -1.329 0.644  0.23
C 0.394 4.238 3.521  -0.54
N -1.384 0.348 1.395  -0.73
C -2.685 5.764 0.387  -1.32
W 0.212 2.860 1.582  0.95
H -1.525 1.519 3.666  0.54
C 3.590 -0.650 0.371  0.33
H -4.364 -5.061 -0.915  0.42
H -6.591 4.579 -0.708  0.28
H 3.760 -0.743 -4.701  0.46
H -2.917 1.815 0.276  0.65
H -3.789 -4.525 3.293  0.40
C 5.889 -2.046 1.044  -0.56
H 2.429 3.333 3.587  0.52
C 5.827 -0.674 1.249  -0.66
C 1.359 3.203 3.574  -0.39
N -1.419 -0.928 1.188  -0.58
C 3.049 -0.366 -2.718  -0.42
N -0.200 0.831 1.025  0.97
H -0.874 -1.834 -1.989  0.52
H -1.535 -3.618 2.870  0.38
H 0.611 5.291 3.427  0.47
C -1.697 -3.790 0.737  0.89
C -1.611 3.568 0.397  0.33
C -4.223 -4.838 1.214  -0.46
C -0.184 5.583 0.538  0.29
H 6.784 -2.591 1.312  0.40
O 0.737 4.670 0.845  -0.68
C 1.168 -4.517 -1.592  -0.70
Se 1.370 -3.836 1.890  -0.26
Se 2.395 2.389 0.305  -0.55
C -3.960 3.689 0.294  0.55
H 6.673 -0.148 1.670  0.43

[4]
Below is a structure of composition C39H31AsBrF4N3OPZn at a distorted geometry, with properties calculated with ωB97M-V/def2-TZVPD.

Net charge: +1
2S+1: 1
LUMO level: -2.6 eV

Last column: Mulliken charge in e.
CARTESIAN COORDINATES (ANGSTROEM)
C 3.547 2.664 -1.038  -0.87
C 1.947 0.568 2.345  -0.11
C 2.051 0.705 -3.168  -0.69
C -0.001 -3.585 3.218  -0.78
H -4.916 2.774 3.091  0.47
C 0.077 -1.406 2.227  1.39
H -4.845 -1.983 2.634  0.43
C 3.726 0.307 3.997  0.25
C -2.238 -2.614 -1.658  -0.01
H 3.409 2.249 -0.040  0.05
C 1.865 -1.140 0.043  0.70
C -3.390 -1.413 1.181  -0.37
H 1.521 4.756 -2.696  0.39
C -4.598 0.127 2.595  -0.92
C -2.587 3.219 0.696  -0.31
P 0.756 -0.139 1.091  1.42
F 4.616 -0.473 4.604  -0.29
H -5.334 0.324 3.358  0.46
H -2.418 -3.190 -0.765  0.56
H -2.173 -1.499 4.750  0.53
C -1.806 -1.210 -4.045  1.13
C -1.641 -0.423 -5.204  -0.74
C -1.180 1.450 -3.803  -0.44
H 0.359 -4.602 3.258  0.48
O 0.664 2.288 -1.087  -0.43
H -1.780 -0.877 -6.175  0.48
H 1.616 0.893 -4.150  0.43
Br 0.466 3.002 2.057  -0.07
H -0.971 2.504 -3.655  0.74
H -2.043 3.980 0.156  0.55
C 1.295 -2.199 -0.665  -0.81
H 1.297 -3.062 1.608  0.45
C 1.813 1.890 2.768  0.26
H -3.215 -2.437 0.899  0.31
H 3.077 0.364 -3.289  0.51
H 0.235 -2.396 -0.590  0.56
C 2.640 2.435 3.746  0.39
F 2.502 3.714 4.092  -0.32
H 4.080 -3.443 -2.119  0.42
C -1.352 0.913 -5.084  -1.15
H 2.686 4.071 -3.860  0.41
As 1.943 2.345 -2.111  0.45
C -2.681 -0.390 0.568  0.79
H 1.472 -0.069 -2.662  -0.12
C 3.608 1.646 4.360  0.45
H 3.678 -0.054 0.428  0.49
H 4.433 2.231 -1.499  0.43
Zn -0.853 1.154 -0.709  0.00
N -1.764 -0.502 -0.443  1.45
C -3.919 1.207 2.003  1.08
N -2.293 1.972 0.393  0.03
H -1.269 1.554 -5.949  0.44
C 3.225 -0.883 -0.099  -0.84
C 0.526 -2.719 2.280  -0.45
N -1.295 0.731 -2.710  0.19
C -4.326 -1.152 2.183  -1.31
F 3.080 -1.482 2.639  -0.42
C -2.174 -2.566 -4.076  -0.94
H -3.747 4.601 1.856  0.44
C -1.627 -0.573 -2.789  0.50
H -1.359 -3.829 4.850  0.43
C -2.944 0.955 1.003  -0.04
C -2.366 -3.243 -2.900  -1.33
H 5.082 -1.539 -0.932  0.48
C 2.089 -3.019 -1.447  -0.68
H -1.257 0.048 3.063  0.47
H -2.321 -3.047 -5.030  0.45
C 1.763 3.883 -3.309  -1.18
C -0.904 -0.973 3.116  -0.94
C -1.422 -1.844 4.057  -0.70
C 4.018 -1.717 -0.866  -0.99
C -0.964 -3.150 4.112  -0.82
H 0.951 3.709 -4.013  0.35
C -1.889 -1.275 -1.564  -0.72
H -2.640 -4.287 -2.922  0.45
H 1.643 -3.847 -1.977  0.51
C -4.184 2.555 2.329  -0.89
F 4.421 2.158 5.277  -0.28
C -3.537 3.561 1.659  -0.94
H 3.684 3.742 -0.948  0.43
C 3.454 -2.791 -1.532  -1.01
C 2.912 -0.205 2.991  -0.15

[5]
Below is a structure of composition C39H31BiN4O2PS2, with properties calculated with ωB97M-V/def2-TZVPD.

Net charge: -1
2S+1: 1
LUMO level: 2.2 eV

Last column: Mulliken charge in e.
CARTESIAN COORDINATES (ANGSTROEM)
C 1.281 4.982 2.199  -0.55
H -0.702 4.728 1.421  0.42
H 1.217 6.063 2.234  0.35
C 3.153 0.179 1.053  0.46
N 1.410 -2.122 -1.619  -0.27
H -8.036 -0.391 -2.059  0.36
C -5.400 -0.546 -1.925  -1.08
C 0.205 4.237 1.750  -0.40
H -8.249 0.496 -0.547  0.36
C 4.272 0.249 -1.070  -0.58
H -0.532 2.267 1.285  0.32
C 1.738 3.211 -3.388  0.59
C -4.015 -0.473 -1.798  0.91
H -2.394 -1.571 -2.675  0.01
H 4.425 -0.103 2.772  0.40
H 4.242 0.359 -2.149  0.38
C -0.026 -2.756 -3.596  -0.51
N 2.146 2.613 -6.781  -0.52
C 5.544 -0.098 0.946  -0.70
C -3.709 0.724 1.797  -1.37
C 1.860 -0.180 3.610  0.23
C 2.037 2.428 -5.650  -0.26
C -4.298 0.273 0.486  1.11
C -0.859 -3.749 -4.072  -0.65
C 2.461 4.345 2.578  -0.67
N 1.013 -3.965 -0.445  -0.04
H 1.009 -4.582 0.346  0.21
H 3.311 4.929 2.910  0.38
P 1.540 0.386 1.897  0.67
C 2.174 -1.188 6.206  -0.48
H -8.116 -1.259 -0.528  0.28
Bi 1.009 0.555 -1.359  1.64
H -3.037 1.568 1.643  0.14
H -3.711 -1.187 -3.804  0.36
H 2.856 -2.986 5.251  0.40
C 2.555 2.967 2.509  -0.18
H -4.494 1.014 2.496  0.38
H 0.170 -1.853 -4.162  0.31
C -7.742 -0.353 -1.010  -1.50
C 0.553 -2.947 -2.344  0.54
C 0.289 -4.108 -1.616  0.60
C -3.125 -0.817 -2.962  -1.13
H -1.785 -5.660 -3.732  0.37
C 1.754 4.552 -3.922  -0.30
C 5.490 0.040 -0.436  -0.82
H 1.448 0.721 6.858  0.39
C 1.644 -2.763 -0.511  -0.48
H 3.483 2.475 2.779  0.38
C -5.675 0.171 0.331  -0.96
H 2.569 -2.106 2.973  0.32
C 1.544 0.601 4.720  -0.67
H 6.401 -0.014 -1.021  0.38
H 2.267 -2.388 0.288  0.46
C 2.322 -1.480 3.824  -0.20
C 1.882 2.172 -4.242  0.56
H 1.180 1.610 4.578  0.35
C 1.699 0.099 6.007  -0.62
H 2.297 -1.576 7.209  0.37
N 1.753 5.627 -4.330  -0.51
H -2.566 0.061 -3.298  0.35
C -1.961 0.047 -0.438  0.72
H -0.756 -6.003 -1.506  0.38
C -3.467 -0.058 -0.585  0.41
H -3.120 -0.076 2.253  0.32
C 1.467 2.207 2.071  0.49
C 4.378 -0.017 1.692  -0.35
C 0.294 2.849 1.685  -0.49
C -6.246 -0.236 -0.870  0.64
O -1.486 1.214 -0.350  -0.96
C 2.486 -1.978 5.107  -0.68
H -1.332 -3.625 -5.038  0.42
H -6.321 0.425 1.167  0.32
S 1.964 0.471 -3.810  -0.52
H -5.826 -0.855 -2.875  0.28
H 6.494 -0.255 1.442  0.39
O -1.295 -1.010 -0.442  -0.79
C 3.086 0.304 -0.342  -0.10
C -1.119 -4.910 -3.326  -0.41
S 1.579 3.133 -1.652  -0.29
C -0.550 -5.112 -2.084  -1.08